Record 1
The following is a quantum chemistry calculation of a structure of composition C3H3O3S, from the Open Molecules 2025 dataset.

Geometry as XYZ:
```
10
Properties=species:S:1:pos:R:3
H 0.2347 1.1898 -0.6742
O -3.0499 -0.3684 2.3484
H 1.1647 -0.0004 0.2839
C -0.7402 -0.5033 -0.2065
S -3.2382 0.6589 1.2853
C -2.0723 -0.3434 -0.6103
H -0.7070 -1.3852 0.4369
O -2.7109 -0.4532 -1.6360
C 0.3430 0.2634 -0.2026
O -2.6765 1.9992 1.5975
```

Summary:
- Net charge: -1
- Orbital gap: 6.5 eV
- LUMO level: 4.034 eV
- Energy relative to the best compared isomer or geometry (same formula, charge and spin): 231.3 kJ/mol
- Spin multiplicity: 1

***

Record 2
The following is a quantum chemistry calculation of a structure of composition C3H3O3S, from the Open Molecules 2025 dataset.

Geometry as XYZ:
```
10
Properties=species:S:1:pos:R:3
H -0.7058 1.8484 0.2801
H 1.0100 -1.4595 -1.0764
C 1.0333 -1.0921 -0.0438
C -0.0461 -0.1471 0.2764
O 2.7814 0.3517 1.3325
S 2.4066 -0.0940 0.0137
H -0.9410 -0.4812 0.7806
C 0.1024 1.1642 -0.0012
O 3.5280 -0.4499 -0.8394
O 1.1461 1.7115 -0.5586
```

Summary:
- Net charge: -1
- Orbital gap: 7.2 eV
- LUMO level: 3.972 eV
- Energy relative to the best compared isomer or geometry (same formula, charge and spin): 273.6 kJ/mol
- Spin multiplicity: 1

***

Record 3
The following is a quantum chemistry calculation of a structure of composition C3H3O4V, from the Open Molecules 2025 dataset.

Geometry as XYZ:
```
11
Properties=species:S:1:pos:R:3
O 0.0949 -0.2851 0.4378
C 1.0739 1.8597 0.0881
C -0.7767 -1.1971 0.2292
O 1.5927 2.7427 -0.5373
O -1.0233 -2.0716 1.0687
H 0.7373 1.9634 1.1644
H 1.1712 0.1761 -1.2704
C 0.4503 0.6602 -0.5979
H -0.3867 1.0222 -1.2104
O -1.5638 -1.1206 -0.7842
V -1.3699 -3.7499 1.4119
```

Summary:
- <S²>: 6.019
- Net charge: +2
- Orbital gap (spin up / spin down): 8.0 / 4.9 eV
- LUMO level (spin up / spin down): -9.920 / -13.041 eV
- Energy relative to the best compared isomer or geometry (same formula, charge and spin): 0.0 kJ/mol
- Spin multiplicity: 5

***

Record 4
The following is a quantum chemistry calculation of the ion C3H3OS with charge +1, from the Open Molecules 2025 dataset.

Geometry as XYZ:
```
8
Properties=species:S:1:pos:R:3
H 0.7902 1.9839 0.0980
S -1.8703 -0.4704 0.0245
C -0.2715 -1.0719 -0.0469
H -0.0170 -2.1694 -0.1273
H 1.6834 -0.4686 0.0338
C 0.1327 1.1384 0.0509
C 0.7014 -0.1208 0.0225
O -1.1489 1.1788 -0.0554
```

Summary:
- Net charge: +1
- Orbital gap: 9.9 eV
- LUMO level: -6.223 eV
- Energy relative to the best compared isomer or geometry (same formula, charge and spin): 29.9 kJ/mol
- Spin multiplicity: 1

***

Record 5
The following is a quantum chemistry calculation of the ion C3H3OS2 with charge -1, from the Open Molecules 2025 dataset.

Geometry as XYZ:
```
9
Properties=species:S:1:pos:R:3
C -0.4589 -0.3286 -1.2927
H 0.5773 0.4234 1.9147
H 0.3311 1.6451 0.5931
C 0.5653 0.6295 0.8667
S -1.5082 -1.3961 0.9495
O -1.2210 0.2654 -2.0106
H 1.3718 0.4532 0.3140
C -0.4891 -0.3150 0.2269
S 0.8317 -1.3769 -1.5615
```

Summary:
- SMILES string: CC(=S)C([O-])=S
- Net charge: -1
- Orbital gap: 7.2 eV
- LUMO level: 3.622 eV
- Energy relative to the best compared isomer or geometry (same formula, charge and spin): 62.3 kJ/mol
- Spin multiplicity: 1

***

Record 6
The following is a quantum chemistry calculation of a structure of composition C3H3OTl, from the Open Molecules 2025 dataset.

Geometry as XYZ:
```
8
Properties=species:S:1:pos:R:3
O -1.0231 -0.5745 -1.1112
H 0.9465 0.8247 2.6077
C -1.5470 0.1554 -0.3342
H -2.3392 0.8957 -0.5962
C 1.8056 0.3235 0.7707
C 0.9629 0.9944 1.5209
Tl 1.5591 -1.3875 -1.3684
H 0.8986 2.0600 1.2313
```

Summary:
- <S²>: 0.753
- Net charge: +1
- Orbital gap (spin up / spin down): 7.4 / 9.6 eV
- LUMO level (spin up / spin down): -5.456 / -5.447 eV
- Energy relative to the best compared isomer or geometry (same formula, charge and spin): 271.4 kJ/mol
- Spin multiplicity: 2

***

Record 7
The following is a quantum chemistry calculation of an isolated molecule of C3H3P, from the Open Molecules 2025 dataset.

Geometry as XYZ:
```
7
Properties=species:S:1:pos:R:3
P -3.5117 1.2345 1.3360
H 0.4139 0.1388 1.6115
C -2.0756 1.2902 0.5204
H -0.7648 -0.7718 0.9465
H 0.6994 -0.4342 -0.0706
C -0.0344 -0.0462 0.6701
C -0.9041 0.9113 0.1477
```

Summary:
- Orbital gap (spin up / spin down): 6.5 / 6.3 eV
- LUMO level (spin up / spin down): -1.461 / -1.547 eV
- Energy relative to the best compared isomer or geometry (same formula, charge and spin): 142.5 kJ/mol
- Spin multiplicity: 1

***

Record 8
The following is a quantum chemistry calculation of a cluster of 2 separate species, C3H4 in total, from the Open Molecules 2025 dataset.

Geometry as XYZ:
```
7
Properties=species:S:1:pos:R:3
C -0.6494 0.0346 -0.5513
H 0.4056 -1.5335 0.5658
H -0.1463 2.2213 1.2762
C -0.1960 0.6723 0.4912
H 1.3556 -0.7004 -0.4875
H -1.2354 -0.0723 -1.3831
C 0.4658 -0.6220 0.0887
```

Summary:
- Orbital gap: 9.5 eV
- LUMO level: 0.024 eV
- Energy relative to the best compared isomer or geometry (same formula, charge and spin): 401.0 kJ/mol
- Spin multiplicity: 1

***

Record 9
The following is a quantum chemistry calculation of a cluster of 17 separate species, C3H40O16S2 in total, from the Open Molecules 2025 dataset.

Geometry as XYZ:
```
61
Properties=species:S:1:pos:R:3
H -1.3493 4.8323 0.1076
H 0.2211 3.3681 0.9001
H 1.6752 -2.9698 -1.5590
H 1.7473 -0.4746 -0.0652
O 0.6881 3.0153 1.6788
H 0.4231 -1.0432 -2.2262
H -0.5954 0.6227 1.8417
H 3.7529 -1.5898 1.0612
O -1.7122 -2.7251 0.7744
O -1.2831 3.8748 -0.0207
O 3.5652 -2.0991 1.8590
H -3.4548 0.4273 -3.1263
H 2.5459 3.1098 2.9128
S -0.5763 0.6822 -3.5133
H -1.1468 -0.6476 3.4449
H -1.1393 -4.8265 1.1363
H 0.6360 -2.8191 0.3244
C -0.4558 -0.4320 -2.0876
H -3.7348 -0.0064 -0.4678
H 0.0623 2.9851 2.3979
O -1.0877 0.9889 2.6149
H -2.5506 -2.2865 0.6053
H 1.1695 0.9609 0.7492
H -1.3521 -1.0418 -2.0599
H 2.3915 2.4802 -3.2860
H 2.2887 -2.2939 4.0642
O 2.9012 2.4966 3.5545
H 2.4098 1.5414 -1.9799
H 1.7528 0.6622 -0.9574
H -0.6916 1.3064 -0.9195
H 4.0405 -0.1554 -2.1678
H 2.8904 -1.0981 -2.5072
H 1.1105 -4.2843 0.2027
O 3.0842 -0.2093 -2.1539
H 1.9112 -3.4937 -3.0218
H -0.3382 -1.9465 3.6663
H 2.9313 -2.7980 1.6730
H 1.2870 3.6802 -2.0395
H -3.8433 -0.1801 3.2671
C 1.0492 0.3709 -0.1544
H -4.4967 -0.5674 0.6037
O -3.9237 -0.8818 -0.1083
O 2.4668 2.4425 -2.3195
S -2.4974 1.3298 -3.3554
H -3.6899 1.3093 3.4522
H -0.3327 -4.2757 2.2154
O 1.4237 -3.3637 0.1415
O -3.8312 0.6378 2.7777
H -1.1325 -0.0880 -0.0915
O -1.2521 -1.6292 3.5189
H 1.3165 4.6619 -0.8100
O 2.2194 -2.8621 -2.3784
H -0.7632 3.8780 -0.8602
H 2.1863 1.8458 3.5727
H -1.9936 0.9121 2.2504
H 1.7874 -0.9413 3.8443
O 0.7876 4.4151 -1.5760
H -1.4902 -2.2669 1.6040
O -0.2869 -4.9625 1.5505
O 1.4660 -1.8468 3.8542
C -0.3366 0.2883 -0.7211
```

Summary:
- Orbital gap: 8.6 eV
- LUMO level: -0.026 eV
- Spin multiplicity: 1

***

Record 10
The following is a quantum chemistry calculation of a cluster of 18 separate species, C3H41O18 in total, from the Open Molecules 2025 dataset.

Geometry as XYZ:
```
62
Properties=species:S:1:pos:R:3
H -1.9964 -0.1054 -4.1526
O -2.1884 -3.9514 0.7264
O -3.8384 0.6686 -1.6716
H -2.2474 -2.3194 -3.1286
H 1.5456 2.0626 1.7264
H -3.4654 -0.0814 -1.2226
O -0.0754 2.6176 0.5484
H 2.9896 2.3576 -1.2516
H -3.2194 -0.2094 -3.1716
H -1.2194 -1.0054 1.8374
O 4.1876 0.3636 0.7104
H 1.2376 3.4406 -0.5876
H 1.9486 -1.7844 0.1074
H -3.2064 1.3536 -1.4966
H -1.6354 -0.9664 -0.4376
H 2.1606 1.8406 -2.9356
H 4.2396 -0.5184 1.0404
O 1.3356 -2.6194 4.1884
H 1.5926 -3.3004 4.7994
H -0.3734 1.7176 0.6034
O 3.2636 -0.9964 3.1414
O -2.4984 -1.4624 -0.6846
H 0.8416 -1.8464 1.3964
H 1.0826 -0.3424 -2.0636
H 1.3136 0.3766 0.1894
H 0.2306 0.0296 3.7634
H -0.7174 -0.2664 -1.8506
C 0.2696 0.0896 -1.5086
H 2.1926 4.6216 -0.8776
C 0.4806 -0.2814 -0.1106
H -1.5194 -2.4514 2.2334
H 0.8356 1.6696 -3.8976
H 0.3436 0.1076 2.3204
C 0.9516 -1.6424 0.3384
O 0.7386 0.4656 3.1274
H 0.6336 -3.0684 3.7044
O -1.9754 2.5106 -1.8106
H 0.2016 1.2046 -1.5736
O -3.0844 0.8356 1.4004
H 0.2896 -2.3074 -0.2396
H 2.6156 -0.3004 3.1354
H -3.4334 -0.0834 1.4154
H -2.4044 -2.0184 -1.4636
O 3.4406 1.6246 -1.6456
O 1.9726 3.7656 -1.1236
H -1.0704 2.4546 -1.8826
O 1.6886 2.0996 -3.7836
H 2.7206 -1.7894 3.2424
H 3.3336 0.7526 1.0084
O -2.5424 -3.1894 -2.8146
H -2.1064 3.1736 -1.1126
O -1.5774 -1.5404 2.5624
H -1.6554 -3.3094 0.3034
H 2.6006 3.0856 1.5764
H 3.6046 1.0566 -0.8756
O -0.6434 -0.0244 0.6294
H -1.5624 -4.5574 1.0904
O -2.7484 -0.5974 -3.8916
H -3.3644 -3.3464 -3.2726
H -2.2154 0.5506 1.2684
O 2.4926 2.1696 1.7134
H -0.7914 3.2136 0.6884
```

Summary:
- Net charge: -1
- Orbital gap: 8.5 eV
- LUMO level: 2.178 eV
- Energy relative to the best compared isomer or geometry (same formula, charge and spin): 222.9 kJ/mol
- Spin multiplicity: 1

***

Record 11
The following is a quantum chemistry calculation of a cluster of 19 separate species, C3H44O18 in total, from the Open Molecules 2025 dataset.

Geometry as XYZ:
```
65
Properties=species:S:1:pos:R:3
H 1.0017 3.7003 -2.9252
O -1.1925 2.7644 3.6812
H -2.2728 1.9993 1.5044
O -3.5992 0.1735 -1.9881
H 3.1842 -0.0198 2.5478
H 3.1715 -0.1978 1.0598
H -1.3737 -0.4191 -0.3725
H -0.2230 2.4211 -4.4626
H 2.2208 -2.5439 -1.7832
O 0.2042 -2.5108 -4.5428
O -2.4537 -2.0260 1.3861
O -1.5130 -2.1820 -2.4285
H -2.3811 -2.1660 2.3259
H -0.9808 0.9751 -3.8270
H -0.8899 2.1370 3.0459
H -1.3616 2.7942 -2.2219
O -2.2563 -1.6335 4.1556
H 3.5184 -2.5444 1.8617
O 2.9651 -1.9214 1.3503
H 0.2808 4.3115 -1.5447
H 0.0876 -1.7753 -5.1229
O 2.6348 -3.1089 -1.1245
O 0.0025 -0.2417 5.4800
H -4.1128 0.4760 -2.7385
H -1.0129 -2.5077 -3.2053
O 0.2484 -4.0472 3.3033
O 0.4414 -0.8348 1.9814
H -2.4129 -0.8676 4.7347
H -3.1988 -2.5965 1.1711
C 0.6322 3.3888 -1.9953
H -0.2207 -0.8913 0.2949
H -1.7019 1.1982 0.4332
H 1.3618 -1.1628 1.9127
O -1.4132 1.7671 1.1403
O 1.3818 -1.0800 -2.5439
H 3.2963 -3.7267 -1.4211
H -0.2390 0.6439 5.1761
H 1.5562 -0.1508 -2.7505
H 3.4487 3.6253 0.4979
H 3.3907 1.8292 -2.6217
H 0.8167 1.1771 -3.8013
H 0.6505 0.0915 1.8005
H -4.3928 0.8763 2.2639
O -4.7076 0.0110 1.9733
H 0.7186 -3.2137 3.3423
O 2.7974 2.9772 0.7244
H 1.1897 3.2061 -1.0632
O 2.9539 0.5254 1.7319
H -0.4487 3.2743 4.0172
H -1.5956 -1.2403 -2.4738
C -0.3631 2.2742 -2.3285
H 2.8541 -2.5171 0.5792
H -4.1773 -0.0122 1.1397
H -0.3611 1.4366 -1.6278
H 2.1639 2.4453 -3.1582
O 3.1117 2.5475 -3.2254
H 0.1519 -0.6232 4.6124
H -4.1500 -0.3866 -1.4585
H 3.1255 2.1212 0.4401
C -0.1537 1.6509 -3.6968
H 0.7718 -1.1452 -1.8084
H 0.9829 -2.5672 -3.9945
H -0.3897 -3.7811 2.5883
H -1.3635 -1.7193 4.5541
O -0.4048 -0.4577 -0.5550
```

Summary:
- Orbital gap: 10.1 eV
- LUMO level: -0.157 eV
- Spin multiplicity: 1

***

Record 12
The following is a quantum chemistry calculation of a structure of composition C3H4Ag5BBr2F4O3, from the Open Molecules 2025 dataset.

Geometry as XYZ:
```
22
Properties=species:S:1:pos:R:3
O -2.1854 -1.3702 -0.9189
B 1.4523 -2.7516 -2.1834
C 1.1575 3.2682 2.2276
H 2.1294 3.3840 2.7074
F 1.6412 -1.5926 -2.8642
F 0.1398 -2.8029 -1.8676
Ag -0.6057 -0.5987 -2.5580
O -3.0270 0.0029 0.4335
Br 2.2722 4.0072 -0.2789
Ag 0.5288 -1.9848 0.4035
Ag -3.9269 -2.1619 0.5499
Ag -2.0354 -3.8542 -1.0348
F 2.1746 -2.6659 -0.9760
H 1.4415 1.7396 0.5444
F 1.7010 -3.8369 -2.9307
H 0.6422 4.2286 2.2251
O -0.8949 -0.0142 -0.1035
Ag -1.9272 -0.2735 2.5796
C 1.1685 2.7648 0.7947
C -2.0696 -0.3476 -0.3096
Br 0.0325 1.9884 3.2342
H 0.1905 2.8714 0.3255
```

Summary:
- Net charge: +2
- Orbital gap: 4.5 eV
- LUMO level: -10.315 eV
- Energy relative to the best compared isomer or geometry (same formula, charge and spin): 263.7 kJ/mol
- Spin multiplicity: 1

***

Record 13
The following is a quantum chemistry calculation of a structure of composition C3H4Ag5Br2O3, from the Open Molecules 2025 dataset.

Geometry as XYZ:
```
17
Properties=species:S:1:pos:R:3
C -1.2690 -2.4083 0.2707
Br -2.8006 -2.3815 -0.9702
Ag 3.0383 2.1463 1.4175
O 0.3434 0.6017 -0.9077
H -0.7605 -1.7097 2.2410
Ag 4.1157 2.6171 -2.0671
H -1.9931 -0.7054 1.4494
C 1.1798 1.4085 -0.3989
Ag 1.1615 4.2695 -0.9782
Br -3.0383 -2.7326 2.5022
O 0.7753 2.4120 0.3394
Ag -1.5432 2.1268 -1.0278
H -0.4898 -1.8464 -0.2332
O 2.4128 1.3748 -0.8393
C -1.6322 -1.7223 1.5884
H -1.0033 -3.4371 0.4850
Ag 1.5034 -0.0135 -2.8711
```

Summary:
- Net charge: +3
- Orbital gap: 2.4 eV
- LUMO level: -13.577 eV
- Energy relative to the best compared isomer or geometry (same formula, charge and spin): 0.0 kJ/mol
- Spin multiplicity: 1

***

Record 14
The following is a quantum chemistry calculation of a structure of composition C3H4AgLiO4, from the Open Molecules 2025 dataset.

Geometry as XYZ:
```
13
Properties=species:S:1:pos:R:3
Li -3.6043 5.8755 -3.0543
H -3.9028 1.5148 1.8812
C -2.1567 4.4098 -0.7701
H -2.3734 -1.2305 1.8538
H -1.9208 2.2892 1.3259
Ag -4.7206 7.7838 -5.0343
C -3.2842 -0.6260 1.8309
O -3.6223 -0.0972 0.5410
O -2.8479 4.7524 -1.6463
O -1.4651 4.3180 0.1519
O -1.9012 1.3070 1.3406
H -4.1262 -0.9949 2.4204
C -3.1566 0.7926 1.5362
```

Summary:
- <S²>: 0.751
- Net charge: +1
- Orbital gap (spin up / spin down): 7.9 / 6.2 eV
- LUMO level (spin up / spin down): -4.111 / -6.108 eV
- Energy relative to the best compared isomer or geometry (same formula, charge and spin): 49.0 kJ/mol
- Spin multiplicity: 2

***

Record 15
The following is a quantum chemistry calculation of a structure of composition C3H4AgLiO5, from the Open Molecules 2025 dataset.

Geometry as XYZ:
```
14
Properties=species:S:1:pos:R:3
O -5.9430 0.0177 6.0087
C -5.0746 1.1402 0.3803
H -6.2813 -0.2904 2.5005
O -5.3549 -0.5063 2.1408
O -8.0138 0.4147 6.6333
H -6.0507 -0.7473 0.1985
H -4.2917 -0.8337 0.4317
Li -6.4746 0.5054 7.8169
Ag -4.3159 -0.3782 4.3532
O -4.9511 1.5152 -0.7607
O -7.5751 -0.0472 4.4810
C -5.2072 -0.3174 0.7663
C -7.2125 0.1232 5.6845
H -5.0799 1.8609 1.2313
```

Summary:
- Orbital gap: 6.4 eV
- LUMO level: -1.416 eV
- Energy relative to the best compared isomer or geometry (same formula, charge and spin): 8.0 kJ/mol
- Spin multiplicity: 1